# 1
Molecular formula: C39H71N5O11
Method: DFT, the ωB97M-V functional and the def2-TZVPD basis

Computed properties:
HOMO-LUMO gap	10.0186	eV
SMILES	CCOC(C)=O.CCOC(C)=O.CCOC(C)=O.CCOC(C)=O.O=C1OCCO1.CCCC#N.CCCC#N.CCCC#N.CCCC#N.CCCC#N

```
! wB97M-V def2-TZVPD RIJCOSX def2/J DEFGRID3
* xyz 0 1
H -34.18752 -4.36954 -30.56483
H -27.76340 2.94409 -34.04863
H -25.41061 -0.60447 -24.98874
C -28.40778 3.35523 -29.45816
H -23.71157 0.84359 -28.49867
H -24.29175 1.47171 -32.32208
H -28.31803 -6.22468 -25.84067
O -30.54467 -0.93290 -36.70075
H -29.20110 -0.10840 -38.03019
N -30.00890 -1.49616 -31.53025
H -26.75247 1.88816 -23.81687
H -23.68976 -1.51528 -33.01210
H -24.58682 -0.20636 -27.34462
C -28.24206 -1.54320 -29.60198
C -32.95145 -0.93948 -28.34170
H -31.73352 -3.26140 -32.17935
H -32.87187 -0.75408 -29.41129
H -29.71166 2.79661 -27.97438
H -23.41631 3.01345 -32.25361
H -25.42281 -0.15037 -23.34099
H -28.33175 1.76714 -36.19363
N -31.46056 -7.08121 -30.86843
O -27.00623 -1.78216 -26.08923
H -25.79167 -2.58633 -32.66205
H -27.54189 -2.35974 -29.77134
H -25.29015 1.92378 -24.82149
H -26.91427 -0.51017 -28.28318
C -26.01208 -0.06708 -24.25400
H -30.71636 1.78625 -37.47196
H -30.59348 -6.55272 -25.86384
O -22.46424 -0.56287 -25.71126
H -31.18887 -2.67145 -35.07632
O -22.39006 1.41620 -24.62717
H -33.47779 -0.25506 -25.56436
C -33.17835 -3.97574 -30.70173
C -30.27049 -0.32410 -37.95231
C -30.99217 2.98676 -31.23093
H -26.71978 3.30906 -35.42036
H -31.69695 3.61940 -31.76659
O -29.28261 -4.53151 -29.25810
C -27.57590 1.35732 -35.52906
C -22.43531 0.00062 -27.00487
H -24.00773 1.42438 -26.84925
H -31.26079 1.28329 -39.07933
H -32.70697 -4.99445 -28.84796
H -28.23901 0.35573 -28.50606
C -22.43061 0.22015 -24.62750
C -29.68795 2.75812 -29.06519
O -30.43438 -5.71095 -27.72055
C -29.31152 -5.31775 -28.35082
C -31.83321 -6.09239 -30.41878
C -34.20379 -0.37246 -27.67571
C -22.48539 -0.63704 -23.37400
C -24.55879 -0.85978 -32.93306
H -29.79642 -1.31104 -25.41285
H -25.96650 -1.06195 -35.26330
O -27.28932 -0.70031 -24.14308
C -29.08992 -1.97771 -24.91883
C -34.32078 -0.56563 -26.17988
O -25.90686 2.15873 -33.89194
C -24.73232 -2.73510 -35.22427
N -30.70888 -0.11546 -27.27195
H -32.09559 0.73190 -37.69230
C -27.58930 -0.27758 -29.11635
H -24.53851 -0.40862 -31.93915
H -35.06279 -0.80316 -28.19240
H -24.66736 2.64672 -31.09383
C -26.21821 1.38641 -24.62531
H -29.32986 -2.07719 -23.86071
H -21.72485 0.82456 -27.11394
H -26.76895 1.00989 -36.17765
H -26.84457 -2.52714 -34.88515
H -27.93651 0.57322 -34.86844
H -30.01280 3.05941 -31.71061
N -27.39775 3.78822 -29.78382
H -28.91691 -1.91581 -28.81830
C -26.66200 0.39384 -30.13463
N -23.80804 -3.30628 -35.58566
H -24.39151 -0.04791 -33.64556
C -32.71421 -3.73576 -32.13347
H -26.81893 1.50648 -25.52949
H -27.17090 0.95994 -30.92019
H -25.99458 1.13760 -29.69693
C -31.69644 -0.49691 -27.71928
H -34.50513 -1.61898 -25.93607
O -28.58129 -1.99677 -36.70062
H -31.80534 2.85260 -29.25128
C -25.89902 -2.01132 -34.72682
C -29.64142 -1.75753 -36.18198
H -33.26014 -2.97019 -30.27960
H -29.60340 -3.43935 -34.82965
H -29.64469 1.69260 -29.30749
H -35.22336 -0.08688 -25.79612
H -33.38129 -3.01465 -32.60778
H -23.04236 -0.14433 -22.58341
C -31.08568 0.94694 -38.05713
C -24.39154 2.54506 -32.14340
C -23.80322 0.54245 -27.45550
C -28.60513 -6.75694 -26.75173
C -27.01178 2.52523 -34.72023
H -31.29168 -4.30997 -29.63765
H -28.16252 -7.74913 -26.78345
H -32.66764 -4.67151 -32.69178
H -22.07471 -0.76595 -27.68960
O -25.86431 4.20650 -32.95252
H -26.02405 -0.35368 -30.60930
C -30.14310 -6.81114 -26.81719
C -30.94025 3.30871 -29.73270
H -21.43801 -0.77824 -23.10696
C -25.45576 3.08188 -33.04303
C -30.11883 -2.49548 -34.95959
H -29.25413 -2.96742 -25.34736
O -28.25455 -5.97216 -27.86966
C -27.67608 -1.50627 -25.11996
H -32.91481 -2.02465 -28.19069
H -31.28008 1.94565 -31.41056
H -30.47517 -1.01378 -38.77434
H -30.53900 -7.66491 -27.36768
H -34.26506 0.69914 -27.88753
C -25.83112 -1.64983 -33.22222
H -31.02592 4.39413 -29.66997
H -26.73443 -1.09957 -32.96197
H -29.99141 -1.84719 -34.09025
H -22.97396 -1.57813 -23.61255
C -29.22190 -1.48686 -30.69347
C -32.24256 -4.82322 -29.81878
*
```

# 2
Molecular formula: C8H14
Method: DFT, the ωB97M-V functional and the def2-TZVPD basis

Computed properties:
HOMO-LUMO gap (alpha / beta)	2.4737 / 9.5096	eV

```
! wB97M-V def2-TZVPD RIJCOSX def2/J DEFGRID3
* xyz -1 2
H 3.89676 0.94949 2.24995
H -1.46115 1.25980 -0.09047
H 0.86096 -1.91312 -0.06972
C -1.75317 0.28913 -0.47344
H 2.78929 -0.75738 0.74312
H -2.45805 1.44882 -2.13270
H -2.22882 -0.20060 0.39337
H 0.22676 0.46876 1.77441
H -3.75777 0.71741 -1.13495
H 2.35889 1.01293 3.17800
C 0.18023 -1.16332 0.32555
H -0.77837 -0.52988 -2.95104
H -0.57856 -1.69634 0.90361
H 2.63254 1.97463 1.69835
H -2.86735 -0.25824 -2.29156
H 0.59260 -1.52649 -2.35716
C 2.19592 -0.07293 1.33098
C -0.55082 -0.53685 -0.83617
C 0.87899 -0.20237 1.21245
C -2.77851 0.56697 -1.58333
C 2.80492 1.01349 2.19117
C -0.20531 -0.84392 -2.08043
*
```

# 3
Molecular formula: C21H35ClGaI2O9
Method: DFT, the ωB97M-V functional and the def2-TZVPD basis

Computed properties:
HOMO-LUMO gap	7.4028	eV

```
! wB97M-V def2-TZVPD RIJCOSX def2/J DEFGRID3
* xyz -1 1
H 5.11254 0.40355 -7.84527
C 2.42742 4.15212 -2.28589
C -4.19475 -2.35610 3.41196
C 2.74457 -0.27399 -2.17059
H 3.10890 0.96577 -6.52283
C -4.90947 -2.79557 2.13760
H 2.00472 1.57993 -3.00798
H -4.86424 -0.20008 7.43536
I 0.63511 -0.15050 -4.44261
H -1.37540 -4.12671 -1.53472
C -3.58539 -3.66609 3.89841
H 3.24891 4.10168 0.74609
H 3.83612 -0.20072 -2.11905
O -1.51782 -1.99565 6.42889
Ga 0.80700 -0.99502 0.02736
C 4.50563 2.59819 -6.12066
H -4.28412 -4.24275 4.51211
C 2.31525 0.59950 -3.34509
H 2.91512 0.37749 -0.10430
H -5.56708 -1.82875 7.50804
C -4.09685 -3.99682 1.68287
H -0.43444 -2.91877 -2.39001
C 1.16452 4.78506 -1.73304
H 0.35568 4.06473 -1.88025
H 0.63015 4.92666 0.40467
O 2.76319 4.01362 -3.42961
H -2.15703 -3.08626 -2.73807
H -4.93894 -2.05334 1.34424
C -2.47954 -1.26975 8.56367
C -2.45011 -1.69721 7.10613
H -5.92829 -3.14182 2.32949
H -4.09848 -2.48860 9.30197
H 2.01701 2.92647 0.25637
C -4.64973 -1.25549 7.62048
C 1.49159 4.98918 -0.25607
H 3.08186 0.72781 -4.10417
O 5.51172 3.16865 -6.98724
C -1.69612 -2.06995 -0.85307
H 2.84672 2.41840 -7.48405
O -0.79190 -0.99531 -0.84509
H 5.01156 1.97723 -5.37828
H -1.76572 -1.85899 9.13253
C 3.61106 1.77670 -7.04404
H 1.60398 1.13315 -0.99095
H -2.69292 -1.63938 -1.02144
H -1.73969 -2.56682 0.12743
H 0.92371 5.68807 -2.28807
H 1.96999 5.95934 -0.11099
C 4.59909 1.32938 -8.11511
O -3.31721 -4.42084 2.70332
H -3.39036 -1.65906 3.17389
H -2.64937 -3.53985 4.43479
O -3.72541 -1.70880 6.62302
H 2.52587 -1.32494 -2.37518
H -4.84216 -1.88947 4.14959
C 2.49805 3.86872 -0.00427
I 1.79534 -3.39365 0.28928
H -2.17107 -0.22310 8.60718
H 3.99949 3.41078 -5.60773
H 4.18046 1.20750 -9.11061
C -1.40937 -3.11527 -1.94198
C 2.12865 0.18566 -0.83776
O 3.18058 3.69448 -1.26363
Cl 0.42593 -0.23862 2.10946
O 6.45189 2.69673 -8.95605
H -4.29394 -0.78551 9.72810
O -4.10391 -4.53397 0.61486
C -3.94025 -1.46613 8.95669
C 5.63171 2.44310 -8.12010
*
```

# 4
Molecular formula: C3H5NO2
Method: DFT, the ωB97M-V functional and the def2-TZVPD basis

Computed properties:
HOMO-LUMO gap	10.3115	eV
SMILES	[H]/N=C1\OCC1=O.[H][H]

```
! wB97M-V def2-TZVPD RIJCOSX def2/J DEFGRID3
* xyz 0 1
H 0.17175 -0.34268 -2.87840
N -0.59768 1.30043 -0.97881
C -0.27781 0.62787 0.02589
H 0.96601 -0.14617 2.46311
H 0.65886 -0.83194 -3.15550
O -0.59894 0.75971 1.36221
O 1.23658 -1.38052 -0.30056
H -0.48964 -1.18006 2.19984
H -1.20639 2.08239 -0.73210
C 0.56632 -0.61253 0.31411
C 0.15556 -0.40545 1.77733
*
```

| no. | calculated total energy (eV) | M (g/mol) |
| --- | --- | --- |
| 1 | -71567.4486 | 786.02 |
| 2 | -8520.4004 | 110.20 |
| 3 | -121878.6931 | 790.49 |
| 4 | -8774.6733 | 87.08 |